<a>
C2H6N2O in the gas phase, computed with wB97M-V/def2-TZVPD.

Structure (SMILES)   NN[C@@H]1CO1
LUMO   1.076 eV

The geometry in ORCA input format:
```
! wB97M-V def2-TZVPD RIJCOSX def2/J DEFGRID3
* xyz 0 1
N 1.9460 0.2054 -0.0506
N 0.8513 -0.1641 0.7059
C -0.5813 -0.4923 -0.0670
C -1.6561 0.5495 -0.1148
O -1.5437 -0.4935 0.8276
H 2.1133 -0.1453 -0.9925
H 2.2050 1.1507 0.0536
H 0.9785 -1.0781 0.9869
H -0.4564 -1.3769 -0.6357
H -1.5079 1.5244 0.2473
H -2.3487 0.3201 -0.9606
*
```

The net atomic charges from natural (NBO), expressed in e, are:
1 N -0.695
2 N -0.452
3 C 0.188
4 C -0.131
5 O -0.469
6 H 0.337
7 H 0.355
8 H 0.322
9 H 0.159
10 H 0.202
11 H 0.184


<b>
C2H6N2O in the gas phase, computed with wB97M-V/def2-TZVPD.

Structure (SMILES)   C/N=C(/N)O
LUMO   0.633 eV

The geometry in ORCA input format:
```
! wB97M-V def2-TZVPD RIJCOSX def2/J DEFGRID3
* xyz 0 1
C -1.7213 -0.3409 0.0861
N -0.6613 0.6563 -0.0084
C 0.5266 0.1924 -0.1041
N 1.6307 0.9579 -0.2046
O 0.8143 -1.1121 -0.1132
H -2.6815 0.1718 0.2023
H -1.5896 -0.9900 0.9586
H -1.7805 -0.9486 -0.8232
H 2.3536 0.7151 0.4612
H 1.3696 1.9335 -0.0859
H 1.7393 -1.2353 -0.3689
*
```

The net atomic charges from natural (NBO), expressed in e, are:
1 C -0.437
2 N -0.547
3 C 0.672
4 N -0.837
5 O -0.684
6 H 0.196
7 H 0.188
8 H 0.189
9 H 0.374
10 H 0.400
11 H 0.486


Preferred: <b>; penalty for the next structure: 3.435 eV.


<a>
C2H6N2O in the gas phase, computed with wB97M-V/def2-TZVPD.

LUMO (spin up / spin down)   0.366 / 0.367 eV

The geometry in ORCA input format:
```
! wB97M-V def2-TZVPD RIJCOSX def2/J DEFGRID3
* xyz 0 1
C -0.5325 0.3816 -0.2639
C -1.3596 -0.8476 -0.1578
O 1.0826 1.6980 0.6423
N 0.7639 0.3096 -0.2424
N 1.5282 -0.6751 -0.2073
H 1.9949 1.9732 0.4634
H -0.9737 1.3533 -0.3768
H 2.2462 -0.6489 0.5208
H -1.6582 -0.9900 0.8821
H -0.8577 -1.7701 -0.4555
H -2.2342 -0.7839 -0.8049
*
```

The net atomic charges from natural (NBO), expressed in e, are:
1 C -0.003
2 C -0.668
3 O -0.700
4 N 0.173
5 N -0.519
6 H 0.450
7 H 0.218
8 H 0.352
9 H 0.230
10 H 0.241
11 H 0.225


<b>
C2H6N2O in the gas phase, computed with wB97M-V/def2-TZVPD.

Structure (SMILES)   [H]/N=C(/N)CO
LUMO   0.462 eV

The geometry in ORCA input format:
```
! wB97M-V def2-TZVPD RIJCOSX def2/J DEFGRID3
* xyz 0 1
H -0.5316 -0.0460 -2.2571
N -0.5839 -0.8024 -1.6028
C -0.3181 -0.2751 -0.4153
N -0.2973 -1.2239 0.5570
C -0.0288 1.2208 0.0758
O 1.0492 0.8742 1.0363
H -0.2416 -2.1785 0.2127
H 0.5029 -1.1263 1.2961
H 0.1418 1.8322 -0.7663
H -0.9413 1.5077 0.6616
H 0.9266 1.5269 1.9206
*
```

The net atomic charges from natural (NBO), expressed in e, are:
1 H 0.319
2 N -0.712
3 C 0.419
4 N -0.827
5 C -0.128
6 O -0.734
7 H 0.393
8 H 0.401
9 H 0.194
10 H 0.196
11 H 0.480


Preferred: <b>; penalty for the next structure: 3.049 eV.


<a>
C2H3FO2 in the gas phase, computed with wB97M-V/def2-TZVPD.

Structure (SMILES)   O=C(F)CO
LUMO   -0.592 eV

The geometry in ORCA input format:
```
! wB97M-V def2-TZVPD RIJCOSX def2/J DEFGRID3
* xyz 0 1
O -2.2530 0.5568 0.8758
C -1.1741 0.9669 -0.0630
F -1.2842 2.2195 -0.4902
C 0.0361 0.2275 -0.2291
O -0.1068 -1.0006 0.5380
H 0.2599 -0.1276 -1.1582
H 0.9995 0.6707 0.1873
H -0.5478 -0.9044 1.4053
*
```

The net atomic charges from natural (NBO), expressed in e, are:
1 O -0.586
2 C 0.833
3 F -0.281
4 C -0.241
5 O -0.709
6 H 0.241
7 H 0.242
8 H 0.501


<b>
2 unconnected molecules or ions with the total composition C2H3FO2, computed with wB97M-V/def2-TZVPD.

LUMO   0.279 eV

The geometry in ORCA input format:
```
! wB97M-V def2-TZVPD RIJCOSX def2/J DEFGRID3
* xyz 0 1
C 0.2261 0.3551 -0.4727
C -0.0250 -0.6851 0.5854
O -0.5038 0.5678 -1.6305
O 0.8960 0.5685 -1.5485
F -0.2825 1.9038 0.5006
H 0.2034 -0.3499 1.6241
H 0.5435 -1.5923 0.3978
H -1.0576 -0.7679 0.5438
*
```

The net atomic charges from natural (NBO), expressed in e, are:
1 C 0.866
2 C -0.694
3 O -0.208
4 O -0.192
5 F -0.565
6 H 0.284
7 H 0.248
8 H 0.261


Preferred: <a>; penalty for the next structure: 2.732 eV.


<a>
2 unconnected molecules or ions with the total composition C4H14N3O, computed with wB97M-V/def2-TZVPD.

LUMO   -2.595 eV

The geometry in ORCA input format:
```
! wB97M-V def2-TZVPD RIJCOSX def2/J DEFGRID3
* xyz 1 1
C -0.2499 0.4561 1.5812
C 1.2132 0.1337 1.3313
C 1.4876 -0.8730 0.2152
N 1.5846 -2.3922 -2.1851
C 0.6678 -1.4422 -1.9253
N 0.5606 -0.6879 -0.9098
N -0.7802 1.0920 0.3195
H -0.3019 1.1766 2.3833
H -0.8521 -0.4197 1.6850
H 1.7334 1.0720 1.1020
H 1.6721 -0.2482 2.2429
H 2.5148 -0.7335 -0.1168
H 1.3738 -1.9042 0.5721
H 1.7563 -2.5468 -3.1611
H 2.3630 -2.5307 -1.5599
H -0.0072 -1.3076 -2.7592
H -0.5752 0.4468 -0.4763
H -0.3386 1.9928 0.1607
H -1.7860 1.2484 0.3555
H -3.8924 3.1768 0.7596
H -4.3306 2.0590 -0.2041
O -3.8132 2.2320 0.5893
*
```

The net atomic charges from natural (NBO), expressed in e, are:
1 C -0.210
2 C -0.425
3 C -0.260
4 N -0.788
5 C 0.344
6 N -0.604
7 N -0.714
8 H 0.231
9 H 0.222
10 H 0.210
11 H 0.249
12 H 0.204
13 H 0.202
14 H 0.412
15 H 0.400
16 H 0.183
17 H 0.468
18 H 0.416
19 H 0.450
20 H 0.489
21 H 0.487
22 O -0.967


<b>
2 unconnected molecules or ions with the total composition C4H14N3O, computed with wB97M-V/def2-TZVPD.

LUMO   -2.934 eV

The geometry in ORCA input format:
```
! wB97M-V def2-TZVPD RIJCOSX def2/J DEFGRID3
* xyz 1 1
C 1.2591 -0.7068 0.4606
C 1.4687 -1.4479 1.7818
C -0.0918 1.3334 0.7811
N 0.0235 0.0715 0.4422
N 0.9783 2.1190 0.9149
N -1.2893 1.8556 1.0435
H 2.1284 -0.0870 0.2996
H 1.2403 -1.3678 -0.3999
H 2.5132 -1.4647 2.0909
H 1.0759 -2.4686 1.7925
H -0.8260 -0.4515 0.2952
H 1.9254 1.8294 0.7264
H 0.8163 3.1046 1.0040
H -2.1143 1.3430 0.7850
H -1.3644 2.8291 1.2756
H 0.9236 -0.9361 2.5766
C -0.8206 -0.8441 -2.7845
O -1.4289 -1.9442 -2.0986
H -1.6011 -2.6423 -2.7467
H -0.1634 -0.3603 -2.0587
H -0.3145 -1.1197 -3.7015
H -1.5844 -0.0717 -2.9791
*
```

The net atomic charges from natural (NBO), expressed in e, are:
1 C -0.230
2 C -0.634
3 C 0.677
4 N -0.548
5 N -0.767
6 N -0.758
7 H 0.199
8 H 0.239
9 H 0.237
10 H 0.236
11 H 0.429
12 H 0.431
13 H 0.418
14 H 0.425
15 H 0.422
16 H 0.218
17 C -0.252
18 O -0.744
19 H 0.485
20 H 0.151
21 H 0.193
22 H 0.169


Preferred: <a>; penalty for the next structure: 0.174 eV.


<a>
A gas-phase ion, C3H4NS (charge +1), computed with wB97M-V/def2-TZVPD.

Structure (SMILES)   C=[NH+]C=C=S
LUMO (spin up / spin down)   -5.765 / -5.766 eV

The geometry in ORCA input format:
```
! wB97M-V def2-TZVPD RIJCOSX def2/J DEFGRID3
* xyz 1 1
C 0.1559 1.4619 0.7291
N -0.5330 0.4814 0.2070
C -0.2239 -0.7406 -0.3341
C 0.8195 -1.6389 -0.4536
S 1.6325 -2.8725 -0.9213
H -0.2710 2.4086 0.9050
H 1.1533 1.4114 0.8036
H -1.5851 0.5140 -0.0091
H -1.1482 -1.0252 -0.9266
*
```

The net atomic charges from natural (NBO), expressed in e, are:
1 C 0.057
2 N -0.380
3 C -0.278
4 C -0.055
5 S 0.489
6 H 0.232
7 H 0.208
8 H 0.467
9 H 0.261


<b>
2 unconnected molecules or ions with the total composition C3H4NS, computed with wB97M-V/def2-TZVPD.

LUMO (spin up / spin down)   -6.620 / -6.620 eV

The geometry in ORCA input format:
```
! wB97M-V def2-TZVPD RIJCOSX def2/J DEFGRID3
* xyz 1 1
C -0.9864 -0.0269 -0.1320
C 0.8394 1.1355 0.0373
C -0.0220 -1.1434 -0.0642
N -0.4793 1.1546 -0.0784
S 1.6115 -0.3303 0.0608
H -2.0591 -0.1547 -0.1932
H 1.3509 2.9512 0.5001
H -0.1786 -1.7830 0.8111
H -0.0763 -1.8031 -0.9414
*
```

The net atomic charges from natural (NBO), expressed in e, are:
1 C 0.280
2 C -0.002
3 C -0.665
4 N -0.485
5 S 0.608
6 H 0.254
7 H 0.366
8 H 0.322
9 H 0.321


Preferred: <a>; penalty for the next structure: 1.950 eV.


<a>
A gas-phase ion, C4H10NO (charge +1), computed with wB97M-V/def2-TZVPD.

Structure (SMILES)   CC[NH2+]CC=O
LUMO   -3.798 eV

The geometry in ORCA input format:
```
! wB97M-V def2-TZVPD RIJCOSX def2/J DEFGRID3
* xyz 1 1
C -1.3662 1.3753 -0.1692
C -0.4232 0.3846 -1.0149
N -0.3975 -0.8859 -0.1191
C 0.6616 -0.6308 0.9582
C 2.0964 -0.7017 0.3539
O 2.2973 -1.3582 -0.6155
H -0.9440 1.8450 0.6720
H -2.2015 0.8144 0.2951
H -1.7375 2.1379 -0.8380
H -0.9226 0.0431 -1.9552
H 0.4698 0.9896 -1.1977
H -1.3706 -1.0274 0.1790
H -0.0406 -1.6790 -0.6618
H 0.4607 -1.4015 1.7594
H 0.4058 0.2021 1.6631
H 3.0120 -0.1076 0.6908
*
```

The net atomic charges from natural (NBO), expressed in e, are:
1 C -0.630
2 C -0.230
3 N -0.516
4 C -0.364
5 C 0.397
6 O -0.478
7 H 0.227
8 H 0.200
9 H 0.257
10 H 0.240
11 H 0.257
12 H 0.454
13 H 0.458
14 H 0.270
15 H 0.268
16 H 0.191


<b>
2 unconnected molecules or ions with the total composition C4H10NO, computed with wB97M-V/def2-TZVPD.

LUMO   -7.358 eV

The geometry in ORCA input format:
```
! wB97M-V def2-TZVPD RIJCOSX def2/J DEFGRID3
* xyz 1 1
C 0.8120 1.0449 -0.2936
C 1.3472 0.3987 -1.5233
C -1.1577 0.3125 -1.6603
C -0.4687 -1.5725 2.7685
N 0.0734 0.0366 -0.9904
O 0.3311 -1.0147 3.5855
H 1.2285 0.7625 0.6642
H 0.4513 2.0668 -0.3386
H 1.3747 0.9498 -2.4552
H 2.1321 -0.3372 -1.4215
H -1.9842 0.1937 -0.9582
H -1.1932 1.3349 -2.0534
H -1.2853 -0.3841 -2.4883
H -1.1449 -0.9159 2.2347
H -0.4981 -2.6394 2.5867
H 0.9380 -1.6038 4.0761
*
```

The net atomic charges from natural (NBO), expressed in e, are:
1 C -0.260
2 C -0.240
3 C -0.408
4 C 0.448
5 N -0.438
6 O -0.469
7 H 0.170
8 H 0.201
9 H 0.205
10 H 0.201
11 H 0.190
12 H 0.178
13 H 0.215
14 H 0.232
15 H 0.218
16 H 0.556


<c>
2 unconnected molecules or ions with the total composition C4H10NO, computed with wB97M-V/def2-TZVPD.

LUMO   -7.454 eV

The geometry in ORCA input format:
```
! wB97M-V def2-TZVPD RIJCOSX def2/J DEFGRID3
* xyz 1 1
C 0.0892 0.3128 -1.6308
C -0.0014 0.2677 -0.2007
C 0.9350 -0.4716 0.5478
C 2.2982 0.3440 0.6831
O 3.2901 -0.2558 0.8446
N -2.7445 -0.6310 0.9465
H 0.2600 -0.6797 -2.0534
H 0.9765 0.8930 -1.9454
H -0.7379 0.7790 -2.1662
H -0.3488 1.1755 0.3017
H 1.1852 -1.4645 0.1739
H 0.7094 -0.5977 1.6180
H 2.2399 1.4439 0.6522
H -1.7676 -0.4352 0.7629
H -3.1464 0.1994 1.3660
H -3.2369 -0.8797 0.0997
*
```

The net atomic charges from natural (NBO), expressed in e, are:
1 C -0.758
2 C 0.327
3 C -0.657
4 C 0.483
5 O -0.361
6 N -0.997
7 H 0.274
8 H 0.330
9 H 0.290
10 H 0.229
11 H 0.291
12 H 0.310
13 H 0.169
14 H 0.308
15 H 0.379
16 H 0.381


Preferred: <a>; penalty for the next structure: 1.913 eV.